[1]
Density functional theory data (ωB97M-V/def2-TZVPD) for a gas-phase ion, C25H50NO9 (charge -1) at a distorted geometry.

```
! RIJCOSX wB97M-V def2-TZVPD def2/J DEFGRID3
* xyz -1 1
C -1.501 -2.049 4.580
C -0.010 -2.252 4.083
C 0.693 -0.917 3.650
C 0.794 -0.750 2.076
O 1.391 -1.956 1.574
C 0.861 -2.356 0.318
C 1.795 -3.553 -0.178
C 2.762 -3.137 -1.337
O 3.315 -4.345 -1.929
C -0.593 -2.934 0.374
O -1.612 -1.942 0.176
C -2.782 -2.435 0.853
C -3.973 -1.428 0.774
O -3.599 -0.075 1.027
C -3.576 0.671 -0.195
C -4.908 1.515 -0.370
O -5.505 1.366 -1.661
C -4.690 1.936 -2.697
C -4.486 0.856 -3.815
C 1.640 0.558 1.751
N 2.955 0.539 2.379
C 3.110 1.498 3.474
O 3.004 1.125 4.659
O 3.411 2.726 3.242
O 0.899 1.613 2.385
C 0.716 2.740 1.531
C 0.136 3.955 2.364
O 1.665 0.696 0.325
C 2.951 0.495 -0.251
C 2.865 0.543 -1.831
C 4.268 0.020 -2.360
C 2.691 2.008 -2.383
C 1.393 2.253 -3.242
C 0.213 2.646 -2.279
C 1.030 1.104 -4.235
H -1.539 -1.568 5.584
H -2.045 -3.033 4.575
H -2.020 -1.432 3.796
H -0.047 -3.038 3.293
H 0.547 -2.713 4.944
H 1.730 -0.952 4.066
H 0.122 -0.052 4.068
H -0.248 -0.556 1.722
H 0.925 -1.579 -0.484
H 2.454 -3.832 0.687
H 1.219 -4.474 -0.434
H 2.268 -2.586 -2.171
H 3.623 -2.611 -0.876
H 2.671 -5.064 -1.846
H -0.692 -3.510 1.327
H -0.723 -3.684 -0.459
H -2.570 -2.596 1.945
H -3.049 -3.426 0.405
H -4.561 -1.564 -0.174
H -4.690 -1.716 1.593
H -3.401 0.029 -1.091
H -2.692 1.361 -0.130
H -5.636 1.094 0.369
H -4.667 2.589 -0.170
H -5.285 2.773 -3.149
H -3.736 2.370 -2.316
H -4.177 -0.132 -3.402
H -5.446 0.739 -4.373
H -3.701 1.171 -4.549
H 3.252 -0.396 2.643
H -0.047 2.526 0.740
H 1.680 3.119 1.102
H -0.465 4.567 1.631
H -0.559 3.631 3.169
H 0.953 4.625 2.713
H 3.373 -0.512 0.011
H 3.698 1.286 0.025
H 2.060 -0.169 -2.123
H 4.339 -1.092 -2.357
H 5.095 0.459 -1.741
H 4.428 0.336 -3.425
H 2.687 2.701 -1.509
H 3.589 2.282 -3.000
H 1.582 3.166 -3.874
H -0.229 1.733 -1.805
H 0.545 3.310 -1.440
H -0.613 3.192 -2.808
H 0.104 1.435 -4.782
H 0.766 0.142 -3.736
H 1.802 0.920 -5.019
*
```

Calculated values
Lowest unoccupied orbital energy   2.3 eV
SMILES   CCC[C@H](O[C@@H](CCO)COCCOCCOCC)[C@](NC(=O)[O-])(OCC)OC[C@H](C)CC(C)C

Let us look at the Löwdin charges, expressed in e, one per atom:
1. C -0.1267
2. C -0.2316
3. C -0.1033
4. C -0.1859
5. O -0.0760
6. C -0.2721
7. C -0.1002
8. C -0.2326
9. O -0.1065
10. C -0.1602
11. O -0.1419
12. C -0.1812
13. C -0.1885
14. O -0.1463
15. C -0.1783
16. C -0.1675
17. O -0.1851
18. C -0.2654
19. C -0.0793
20. C -0.4379
21. N 0.1333
22. C -0.7243
23. O -0.0634
24. O -0.1015
25. O -0.0744
26. C -0.2417
27. C -0.0666
28. O -0.0749
29. C -0.1812
30. C -0.3058
31. C -0.0755
32. C -0.1423
33. C -0.3965
34. C -0.0882
35. C -0.0931
36. H 0.0707
37. H 0.0627
38. H 0.0607
39. H 0.0790
40. H 0.1034
41. H 0.1063
42. H 0.1298
43. H 0.1608
44. H 0.1446
45. H 0.1327
46. H 0.1046
47. H 0.1169
48. H 0.1116
49. H 0.0671
50. H 0.1258
51. H 0.1290
52. H 0.1084
53. H 0.1296
54. H 0.1303
55. H 0.1303
56. H 0.1189
57. H 0.1264
58. H 0.1324
59. H 0.1245
60. H 0.1175
61. H 0.1153
62. H 0.0692
63. H 0.0736
64. H 0.0728
65. H 0.1215
66. H 0.0975
67. H 0.1235
68. H 0.0619
69. H 0.0737
70. H 0.0718
71. H 0.1181
72. H 0.1393
73. H 0.1029
74. H 0.0531
75. H 0.0923
76. H 0.0736
77. H 0.1112
78. H 0.1079
79. H 0.1254
80. H 0.0766
81. H 0.0700
82. H 0.0698
83. H 0.0736
84. H 0.0667
85. H 0.0773

---

[2]
Density functional theory data (ωB97M-V/def2-TZVPD) for 5 unconnected molecules or ions with the total composition C25H51BNO12S4 at a distorted geometry.

```
! RIJCOSX wB97M-V def2-TZVPD def2/J DEFGRID3
* xyz -1 1
C 1.653 -0.082 -0.762
C 1.409 -1.720 -0.988
O 0.079 -2.001 -1.550
C -0.010 -3.346 -2.138
C 0.083 -4.581 -1.056
O -1.077 -4.708 -0.161
C -0.937 -3.897 1.059
B -0.191 -4.659 2.315
C 1.459 -4.572 2.287
O 2.122 -5.863 1.960
C 3.602 -5.639 1.847
C 4.100 -5.866 0.289
O -0.612 -3.922 3.559
C -0.643 -4.831 4.716
N -0.362 -5.777 5.588
H 2.055 0.419 -1.740
H 0.623 0.394 -0.428
H 2.396 0.103 0.146
H 2.264 -2.223 -1.610
H 1.483 -2.185 0.107
H -0.964 -3.364 -2.818
H 0.928 -3.470 -2.858
H 1.131 -4.577 -0.484
H 0.108 -5.581 -1.708
H -0.458 -2.822 0.868
H -2.048 -3.665 1.427
H -0.541 -5.787 2.312
H 1.818 -4.277 3.380
H 1.885 -3.759 1.561
H 3.920 -4.566 2.229
H 4.192 -6.418 2.529
H 4.818 -5.021 -0.107
H 4.689 -6.877 0.268
H 3.200 -5.992 -0.478
C 7.382 0.837 -0.307
C 6.207 1.775 -0.036
C 4.931 1.045 -0.452
S 5.268 -0.699 -0.259
O 5.246 -1.320 -1.567
O 4.499 -1.213 0.857
C 6.966 -0.516 0.250
H 8.305 1.197 0.157
H 7.553 0.762 -1.388
H 6.166 2.008 1.035
H 6.313 2.723 -0.574
H 4.084 1.323 0.180
H 4.689 1.229 -1.502
H 7.564 -1.343 -0.138
H 6.990 -0.515 1.344
C -3.318 2.669 -3.539
C -3.830 1.829 -2.371
C -2.621 1.152 -1.727
S -1.225 2.221 -2.040
O -0.300 1.528 -2.912
O -0.806 2.834 -0.795
C -2.113 3.429 -3.003
H -4.086 3.350 -3.918
H -3.012 2.012 -4.361
H -4.320 2.482 -1.639
H -4.569 1.090 -2.697
H -2.754 1.032 -0.649
H -2.414 0.181 -2.187
H -1.470 3.825 -3.791
H -2.422 4.233 -2.329
C -0.688 8.481 -4.493
C -1.863 9.419 -4.222
C -3.139 8.688 -4.638
S -2.801 6.945 -4.445
O -2.824 6.324 -5.752
O -3.570 6.431 -3.329
C -1.103 7.127 -3.936
H 0.235 8.841 -4.029
H -0.517 8.405 -5.574
H -1.904 9.652 -3.151
H -1.757 10.366 -4.760
H -3.986 8.967 -4.006
H -3.381 8.873 -5.688
H -0.506 6.301 -4.324
H -1.080 7.128 -2.842
C -3.159 -2.247 5.428
C -4.203 -3.361 5.378
C -5.360 -2.947 6.285
S -5.372 -1.161 6.297
O -5.048 -0.707 7.634
O -6.537 -0.687 5.578
C -3.935 -0.948 5.265
H -2.403 -2.363 4.647
H -2.650 -2.261 6.399
H -4.565 -3.476 4.348
H -3.783 -4.323 5.687
H -6.318 -3.314 5.909
H -5.207 -3.292 7.312
H -3.372 -0.069 5.585
H -4.279 -0.821 4.234
*
```

Calculated values
Lowest unoccupied orbital energy   1.4 eV

Let us look at the Löwdin charges, expressed in e, one per atom:
1. C -0.0732
2. C -0.2293
3. O -0.2346
4. C -0.1720
5. C -0.1701
6. O -0.2085
7. C -0.1573
8. B -0.6406
9. C -0.1496
10. O -0.2386
11. C -0.2479
12. C -0.1133
13. O -0.0833
14. C -0.1949
15. N 0.0529
16. H 0.0804
17. H 0.0776
18. H 0.0602
19. H 0.1233
20. H 0.1052
21. H 0.1308
22. H 0.1238
23. H 0.1242
24. H 0.1364
25. H 0.1141
26. H 0.1196
27. H 0.0980
28. H 0.1228
29. H 0.0941
30. H 0.1142
31. H 0.1163
32. H 0.0669
33. H 0.0583
34. H 0.0796
35. C -0.2322
36. C -0.2222
37. C -0.2408
38. S 0.6515
39. O -0.3229
40. O -0.3255
41. C -0.2386
42. H 0.1138
43. H 0.1196
44. H 0.1187
45. H 0.1140
46. H 0.0913
47. H 0.1093
48. H 0.1093
49. H 0.1102
50. C -0.2209
51. C -0.2177
52. C -0.2182
53. S 0.6579
54. O -0.3241
55. O -0.3375
56. C -0.2511
57. H 0.1145
58. H 0.1232
59. H 0.1192
60. H 0.1163
61. H 0.1105
62. H 0.1111
63. H 0.1006
64. H 0.0962
65. C -0.2262
66. C -0.2228
67. C -0.2286
68. S 0.6616
69. O -0.3206
70. O -0.3298
71. C -0.2384
72. H 0.1183
73. H 0.1220
74. H 0.1198
75. H 0.1157
76. H 0.1061
77. H 0.1074
78. H 0.1088
79. H 0.1158
80. C -0.2233
81. C -0.2158
82. C -0.2328
83. S 0.6644
84. O -0.3356
85. O -0.3451
86. C -0.2363
87. H 0.1058
88. H 0.1251
89. H 0.1225
90. H 0.1156
91. H 0.1021
92. H 0.1050
93. H 0.1083
94. H 0.1100

---

Number 1: Kohn-Sham gap 0.22116 hartree, DFT total energy -1714.39720 Eh. Number 2: Kohn-Sham gap 0.23855 hartree, DFT total energy -3558.19039 Eh.